One molecule with the formula C3H4N2O2 at a distorted geometry. Source: the OMol25 dataset; level of theory: ωB97M-V/def2-TZVPD.

The geometry in XYZ format:
```
11
Properties=species:S:1:pos:R:3:forces:R:3
N 2.1350 -0.1500 -0.5826 0.73 -2.95 -1.77
C 0.7360 -0.1071 -0.3737 1.01 0.42 2.62
C -0.4247 -0.9812 -0.0502 2.17 1.91 -0.44
C -1.3258 0.0828 0.2525 1.17 3.35 1.17
O -2.5408 0.0531 0.7196 -4.78 0.83 2.80
N -0.8579 1.3303 0.2379 0.25 -1.13 0.37
O 0.5126 1.1976 0.0260 -0.83 -2.13 -2.19
H 2.6002 -0.9949 -1.0999 -1.64 2.27 1.49
H 2.6776 0.7276 -0.7357 -1.39 -1.01 0.24
H -0.5723 -2.0692 0.2602 0.60 1.85 -1.14
H -2.9400 0.9110 1.3457 2.72 -3.41 -3.14
```
Positions in Å, forces in eV/Å.

Results
Energy relative to the best compared isomer or geometry (same formula, charge and spin) = 111.9 kcal per mole
HOMO level = -8.25 eV
LUMO level = 0.714 eV
Orbital gap = 8.966 eV
SMILES = Nc1cc(O)no1
E_tot = -10247.4138 eV
Charge = 0

natural (NBO) population analysis, charges in e, atoms 1 to 8:
1 N -0.837
2 C 0.533
3 C -0.491
4 C 0.450
5 O -0.685
6 N -0.264
7 O -0.324
8 H 0.402